Entry 1:
This record from the Open Molecules 2025 dataset describes a cluster of 7 separate species, C13H29F9N2O9P in total at a distorted geometry. The level of theory is ωB97M-V/def2-TZVPD.

Geometry as XYZ:
```
63
Properties=species:S:1:pos:R:3:forces:R:3
N -0.9344 -1.2718 -0.1925 -2.1 1.2 0.6
H -1.2244 -1.6619 0.7280 0.6 0.4 -0.3
H -1.4246 -0.3381 -0.2670 -0.1 -0.6 0.2
H -1.4601 -1.8614 -0.8546 1.2 -0.2 -0.8
H 0.0254 -0.9641 -0.3146 0.4 -1.3 -0.4
N -0.4103 -0.4128 -3.8074 -0.5 -0.4 -1.3
H 0.4597 -0.0482 -3.4100 -0.5 -0.1 0.0
H -0.5046 -1.4561 -3.6938 0.2 -1.8 1.1
H -0.5233 -0.2631 -4.8052 0.3 0.4 0.1
H -1.2583 -0.0577 -3.3380 -0.2 0.9 0.9
C 0.4474 -3.4566 -2.4081 -0.3 -0.9 -0.9
O -0.7174 -3.0082 -3.0027 0.5 0.9 0.1
H 1.2951 -2.7557 -2.4956 0.1 0.3 0.5
H 0.3549 -3.8628 -1.3854 -0.2 0.8 0.5
H 0.8588 -4.3885 -2.8566 0.0 0.0 -0.6
C -2.4455 1.7622 -1.4001 2.9 -2.0 -2.0
O -1.7938 1.3034 -0.1794 -1.1 1.4 1.3
O -2.4376 0.6940 -2.1972 -1.0 0.8 0.1
C -3.7863 2.4610 -1.1640 -0.3 -0.9 -1.1
F -4.5025 1.8018 -0.2616 -0.2 0.6 0.7
F -3.6256 3.7682 -0.8485 -0.2 0.0 0.7
F -4.5381 2.4749 -2.2919 0.3 0.1 0.1
C -1.3767 2.3026 0.7223 1.6 -1.0 1.8
C -1.0117 1.6039 2.0626 -1.0 0.3 0.0
H -0.1855 0.8950 2.0436 0.1 0.1 -0.4
H -0.8127 2.3681 2.8180 0.2 0.0 0.0
H -1.8964 1.0649 2.4094 0.0 -0.1 0.0
H -2.0635 3.1048 0.9920 -0.5 -0.2 -0.5
H -0.4305 2.7716 0.4217 -0.2 0.2 -0.6
H -1.6768 2.4844 -1.7444 -0.5 1.0 -0.2
P -3.4351 -3.2261 1.6123 -1.3 3.5 -0.1
F -4.1519 -2.9257 3.0722 1.0 -0.7 -0.2
F -2.4828 -1.8633 1.9149 0.5 -0.5 -0.1
F -2.2240 -4.0922 2.1745 -0.3 -0.6 0.8
F -2.8021 -3.4248 0.1245 -0.2 0.4 0.4
F -4.4237 -4.4261 1.4109 -0.1 -0.7 -0.2
F -4.4951 -2.0927 0.9972 0.3 -1.4 -0.2
C 3.5286 -3.0995 4.3759 0.6 -0.7 0.5
C 2.3320 -2.8468 3.4752 1.2 0.6 2.7
C 1.9152 -1.3617 3.5777 -0.2 -0.9 -1.0
O 1.7015 -1.0791 2.1708 -1.0 1.7 1.4
C 2.1321 -2.0506 1.3751 -0.2 0.5 -0.3
O 2.0527 -1.9649 0.1873 0.5 -0.7 0.6
O 2.6538 -3.0222 2.1423 0.3 -1.2 -1.6
H 4.4437 -2.5455 4.1613 -0.2 0.3 -0.2
H 3.8117 -4.1551 4.3976 -0.1 0.0 -0.3
H 3.2455 -2.9078 5.4149 -0.1 0.3 -0.1
H 1.6364 -3.5879 3.8788 -0.8 0.3 -0.9
H 2.6957 -0.7101 3.9688 0.3 -0.1 -0.2
H 1.0396 -1.1986 4.2022 -0.4 0.0 -0.5
C 3.3322 4.5071 -0.9900 -0.6 0.7 0.3
C 1.9474 4.0339 -1.5248 2.4 -0.6 1.2
C 1.8165 3.7984 -3.0285 0.0 1.4 0.9
O 0.9528 2.6815 -3.0428 -0.5 0.2 -1.7
C 1.2120 1.9486 -1.9650 0.0 -1.1 0.8
O 1.0616 0.7600 -1.8829 0.1 0.9 0.2
O 1.7055 2.7238 -1.0012 0.1 -0.3 0.5
H 4.1884 3.8381 -0.9091 -0.4 -0.5 -0.9
H 3.2470 4.8182 0.0545 -0.4 0.2 -0.1
H 3.5999 5.4018 -1.5563 0.2 0.0 0.0
H 1.2137 4.7028 -1.0747 -0.3 0.0 -0.5
H 2.7164 3.5609 -3.5973 0.3 0.0 0.4
H 1.4322 4.7522 -3.3951 -0.7 -0.6 -0.7
```
Forces are in eV/Å.

The HOMO energy comes out at -0.1379 hartree. Its largest force on an atom is 4.1 eV/A. As for the net charge: -1. As for the HOMO-LUMO gap: 5.58 eV.

=====

Entry 2:
This record from the Open Molecules 2025 dataset describes a structure of composition C19H16N3O6Y at a distorted geometry. The level of theory is ωB97M-V/def2-TZVPD.

Geometry as XYZ:
```
45
Properties=species:S:1:pos:R:3:forces:R:3
Y 0.1011 -0.7842 1.1462 2.7 0.0 -0.7
C 2.3873 0.0939 4.9094 -0.5 2.1 1.4
C 2.2532 0.0804 3.4600 -0.7 0.5 -2.8
O 1.1635 -0.5056 2.9387 1.2 0.3 1.2
C 3.2161 0.6508 2.6569 -1.5 -0.5 1.7
C 3.3233 0.5529 1.2568 -0.8 -1.1 -1.8
C 4.6491 0.9283 0.6936 0.8 1.0 -0.2
N 2.3910 -0.0210 0.4855 -0.5 0.9 2.8
N 2.5695 0.0414 -0.8361 -0.6 -1.4 -2.7
C 1.6238 -0.6141 -1.5549 2.0 2.2 3.2
O 0.5969 -1.1814 -0.9958 -0.2 -0.4 0.1
C 1.7425 -0.3948 -2.9802 -0.9 0.2 0.1
C 2.9034 0.1423 -3.5349 1.3 -0.3 1.2
C 2.9410 0.4449 -4.8583 -1.1 0.4 -1.0
C 1.7521 0.3541 -5.6145 0.5 -1.1 1.5
C 0.6393 -0.2825 -5.0881 -0.5 0.2 -0.2
C 0.5944 -0.5749 -3.7233 -0.6 -0.8 -0.8
H 2.3636 -0.9164 5.1953 -0.3 -1.3 1.0
H 1.5823 0.7171 5.4078 0.5 -1.1 -0.6
H 3.3207 0.5412 5.2804 -0.1 -0.2 -0.5
H 3.9036 1.2455 3.2214 0.8 0.0 -0.2
H 4.7049 2.0088 0.3690 -0.1 -1.0 0.5
H 4.8012 0.3541 -0.2189 0.3 -0.1 0.1
H 5.4241 0.7300 1.4852 -0.6 0.3 -1.0
H 3.7850 0.3358 -2.8754 -0.9 -0.5 -0.7
H 3.8496 0.7382 -5.3517 0.2 0.5 0.0
H 1.7218 0.7653 -6.5705 0.1 0.2 -1.7
H -0.1923 -0.5867 -5.7426 0.2 0.6 0.4
H -0.3489 -0.9651 -3.2734 1.1 0.2 -0.3
O -1.4314 -2.1079 2.0938 -2.6 -0.3 -0.6
C -2.6445 -2.0199 1.7283 1.8 0.1 -0.5
C -3.3427 -0.8633 1.2519 -0.1 0.0 0.2
C -4.7283 -1.0331 1.2857 -1.1 0.0 0.2
C -5.5332 0.0516 1.0485 1.5 1.4 -2.1
C -4.9944 1.1647 0.3694 0.9 1.3 0.2
C -3.6405 1.3189 0.1648 0.0 -1.3 0.2
C -2.7826 0.3534 0.7585 2.4 0.5 0.3
O -1.4596 0.5692 0.8242 -3.2 0.1 -0.4
N -6.9259 -0.0423 0.9175 -3.4 -2.2 -0.2
O -7.3913 -0.9643 1.6411 -0.2 2.1 -1.5
O -7.5806 0.6194 0.0510 1.8 -1.6 2.7
H -3.2715 -2.9114 1.5946 0.3 -0.3 0.8
H -5.2097 -2.0029 1.4421 0.3 0.3 0.3
H -5.6641 1.9706 0.0684 0.0 -0.5 -0.2
H -3.1629 1.9990 -0.5273 -0.3 0.6 0.4
```
Forces are in eV/Å.

The HOMO energy comes out at -0.2584 hartree. Its largest force on an atom is 4.4 eV/A. As for the net charge: 0. The energy relative to the best compared isomer or geometry (same formula, charge and spin) comes out at 0.0 kcal/mol. As for the HOMO-LUMO gap: 5.48 eV.

=====

Entry 3:
This record from the Open Molecules 2025 dataset describes a cluster of 5 separate species, C12H25Cl8O3P in total at a distorted geometry. The level of theory is ωB97M-V/def2-TZVPD.

Geometry as XYZ:
```
49
Properties=species:S:1:pos:R:3:forces:R:3
C 5.4776 0.3847 -1.4347 -1.1 0.3 0.3
C 4.3219 1.4840 -1.7601 1.5 -0.6 -0.7
C 4.9282 2.9679 -1.7883 0.0 -0.2 0.3
C 3.9212 4.1244 -1.3159 0.2 0.6 -0.6
C 2.3707 3.7425 -1.4348 0.6 -0.9 1.4
O 1.6020 4.9787 -1.4663 -1.9 -0.9 -0.4
C 0.2907 4.7741 -1.9506 0.3 0.9 -2.9
O 0.0796 4.9967 -3.1581 0.1 -0.9 4.2
O -0.6981 4.3866 -1.0237 1.3 0.1 -2.1
P -1.1521 2.7233 -1.1873 -0.3 -1.9 0.8
C -2.9436 2.6813 -0.5019 0.4 1.8 -0.6
C -1.3575 2.2034 -2.9918 -0.7 0.2 -1.7
H 5.9396 0.5992 -0.4109 -0.4 -0.2 -1.5
H 4.9388 -0.6155 -1.3467 0.9 1.1 -0.2
H 6.2641 0.3422 -2.2538 -0.9 0.1 1.1
H 3.5108 1.3147 -0.9823 0.8 0.5 -1.2
H 3.9824 1.2471 -2.8347 -0.1 0.3 1.8
H 5.8565 2.9558 -1.1129 -1.3 0.2 -0.9
H 5.2991 3.2344 -2.8442 -0.6 -0.6 1.5
H 4.1115 5.0337 -1.9998 -0.5 -1.3 1.1
H 4.2056 4.4838 -0.2634 -0.8 -0.7 -1.4
H 2.0307 3.1778 -0.4860 0.6 0.7 -1.5
H 2.1387 3.0572 -2.3187 0.4 1.2 0.9
H -2.8857 3.0446 0.5884 -0.2 -0.8 -1.6
H -3.5077 3.4849 -1.1011 0.4 -1.3 0.9
H -3.4152 1.6475 -0.5909 1.0 1.8 -0.1
H -1.5466 3.0732 -3.7174 0.3 -1.1 1.1
H -2.2518 1.4871 -3.1378 1.3 1.1 0.6
H -0.4478 1.6295 -3.3997 -1.2 1.0 1.0
Cl -2.0378 -1.3346 0.2532 0.1 0.0 0.0
C -3.1328 -0.7741 1.5242 0.0 -0.1 0.3
Cl -4.4419 0.2056 0.8528 -0.4 -0.5 0.4
H -3.5607 -1.6385 2.0291 0.0 0.1 -0.2
H -2.5699 -0.1723 2.2358 0.0 0.0 -0.2
Cl -2.7621 -4.1748 3.1882 0.0 0.1 -0.1
C -1.2540 -4.3300 2.2811 0.2 0.2 0.1
Cl -1.2677 -5.7721 1.2583 0.3 0.0 0.1
H -1.1293 -3.4513 1.6512 -0.1 -0.2 0.0
H -0.4247 -4.4023 2.9833 -0.2 -0.1 0.0
Cl -3.3890 -6.2509 -2.7414 0.1 0.0 0.0
C -3.6688 -6.8061 -1.0864 0.2 -0.1 0.1
Cl -5.3233 -6.4631 -0.5674 0.0 0.0 0.1
H -3.4995 -7.8807 -1.0405 -0.1 0.1 -0.1
H -2.9764 -6.2938 -0.4201 -0.3 0.0 -0.2
Cl -0.8170 -4.4176 6.0392 0.2 -0.1 0.2
C -1.9092 -3.8523 7.3093 0.0 0.0 0.2
Cl -3.2162 -2.8680 6.6406 0.0 0.0 0.1
H -2.3396 -4.7152 7.8146 0.0 0.1 -0.2
H -1.3436 -3.2526 8.0202 -0.1 0.0 -0.2
```
Forces are in eV/Å.

The HOMO energy comes out at -0.3078 hartree. Its largest force on an atom is 4.3 eV/A. As for the net charge: 0. As for the HOMO-LUMO gap: 8.77 eV.

=====

Entry 4:
This record from the Open Molecules 2025 dataset describes a structure of composition C4H7N3O at a distorted geometry. The level of theory is ωB97M-V/def2-TZVPD.

Geometry as XYZ:
```
15
Properties=species:S:1:pos:R:3:forces:R:3
C 0.3813 0.4693 0.1234 6.0 6.1 -1.4
C -0.6006 -1.7660 -0.4781 2.4 -1.4 3.9
C 0.9139 0.3829 1.3935 1.7 -1.4 4.9
C 0.2875 -0.3167 2.3560 -2.5 -0.9 0.5
H 0.1858 1.7972 -2.7195 0.5 1.5 4.8
H 0.4814 3.5398 -1.7356 -0.4 -5.7 1.2
H -1.2312 0.2439 -0.5700 0.5 -1.9 -1.0
H 0.1218 -2.2845 0.1709 1.2 0.3 -0.5
H 1.8615 0.9087 1.7371 -1.2 -0.8 -1.1
H -0.8858 -0.7015 2.3506 3.4 0.8 -0.5
H 0.8085 -0.5258 3.2871 -0.3 0.4 0.1
N 0.2094 2.2816 -1.5593 0.3 1.3 -3.3
N 0.8471 1.6146 -0.4032 -2.0 0.7 -1.8
N -0.3969 -0.4091 -0.3916 -7.9 -0.2 -4.0
O -1.4815 -2.5006 -0.8014 -1.8 1.2 -1.8
```
Forces are in eV/Å.

The HOMO energy comes out at -0.3086 hartree. Its largest force on an atom is 8.8 eV/A. As for the net charge: 0. The energy relative to the best compared isomer or geometry (same formula, charge and spin) comes out at 157.8 kcal/mol. As for the HOMO-LUMO gap: 8.67 eV.

=====

Entry 5:
This record from the Open Molecules 2025 dataset describes a cluster of 2 separate species, CH8P4 in total at a distorted geometry. The level of theory is ωB97M-V/def2-TZVPD.

Geometry as XYZ:
```
13
Properties=species:S:1:pos:R:3:forces:R:3
C 0.8555 0.8662 -0.1924 -2.0 -3.7 -1.9
P 2.5723 0.2376 -0.1731 0.2 -0.7 -0.2
P -0.2658 -1.7765 -0.2429 0.9 -0.7 -0.1
P -2.0719 0.8430 -0.1880 -1.5 0.7 -1.4
P -0.4752 0.0797 0.8970 2.5 -0.8 0.8
H 0.7825 1.8591 -0.3402 -0.3 3.5 -0.1
H 0.1645 0.5422 -1.8264 1.7 0.5 3.2
H 2.0817 -1.1166 -0.2894 0.7 0.4 0.3
H 3.0204 0.1973 1.2320 -1.0 0.0 -0.8
H -1.5674 -1.8228 -0.6725 -1.0 -0.2 -0.2
H -0.3781 -2.8081 0.7145 -0.2 0.1 0.2
H -3.1023 0.8501 0.7722 0.0 -0.3 0.3
H -1.6161 2.0488 0.3092 0.0 1.1 -0.2
```
Forces are in eV/Å.

The HOMO energy comes out at -0.3212 hartree. Its largest force on an atom is 4.6 eV/A. As for the net charge: 0. The energy relative to the best compared isomer or geometry (same formula, charge and spin) comes out at 54.4 kcal/mol. As for the HOMO-LUMO gap: 8.67 eV.

=====

Entry 6:
This record from the Open Molecules 2025 dataset describes a structure of composition CH3I2N at a distorted geometry. The level of theory is ωB97M-V/def2-TZVPD.

Geometry as XYZ:
```
7
Properties=species:S:1:pos:R:3:forces:R:3
C -0.8986 -0.8702 0.1630 2.1 -0.9 -0.5
N 0.6787 1.8458 0.2535 -1.3 0.3 0.7
I 0.7305 -2.1663 -0.0155 -0.7 0.3 0.4
I 2.4316 1.0424 -0.0594 0.2 0.3 -0.6
H -1.4069 -0.9203 -0.7312 -0.8 0.5 -2.2
H -1.5758 -0.9652 0.9368 -0.6 -0.1 2.2
H 0.0405 2.0339 -0.5472 1.2 -0.5 -0.1
```
Forces are in eV/Å.

The HOMO energy (spin up / spin down) comes out at -0.3257 / -0.3283 hartree. Its largest force on an atom is 2.4 eV/A. As for the net charge: 0. The energy relative to the best compared isomer or geometry (same formula, charge and spin) comes out at 85.3 kcal/mol. As for the HOMO-LUMO gap (spin up / spin down): 7.88 / 8.09 eV.

=====

Entry 7:
This record from the Open Molecules 2025 dataset describes a structure of composition C5H8N2. The level of theory is ωB97M-V/def2-TZVPD.

Geometry as XYZ:
```
15
Properties=species:S:1:pos:R:3:forces:R:3
C 2.7432 -0.2967 -0.4532 0.0 0.0 0.0
C -0.1153 0.0262 1.6563 0.2 -0.1 -0.1
C -0.4398 -0.7944 0.5772 -0.2 0.0 0.1
C -1.3670 0.0906 -0.0128 0.0 -0.1 0.0
N -2.4007 -0.2168 -0.8461 -0.1 -0.1 0.1
C -1.1333 1.4119 0.5467 0.0 0.1 -0.1
N -0.1378 1.3452 1.4162 -0.2 -0.1 0.0
H 2.7809 -1.0060 0.3776 0.0 0.1 -0.1
H 2.1845 -0.7415 -1.2804 0.1 0.1 0.1
H 3.7596 -0.0607 -0.7786 -0.1 0.0 0.0
H -0.4817 -1.8736 0.5385 0.0 0.2 0.0
H -3.2883 0.2420 -0.7098 0.1 0.0 0.0
H -2.4637 -1.1625 -1.1907 0.0 0.1 0.1
H -1.6528 2.3318 0.2920 0.1 -0.1 0.0
H 2.2376 0.6153 -0.1252 0.1 -0.1 -0.1
```
Forces are in eV/Å.

The HOMO energy (spin up / spin down) comes out at -0.3010 / -0.3110 hartree. Its largest force on an atom is 0.2 eV/A. As for the net charge: 0. The energy relative to the best compared isomer or geometry (same formula, charge and spin) comes out at 97.6 kcal/mol. As for the HOMO-LUMO gap (spin up / spin down): 7.73 / 7.74 eV.

=====

Entry 8:
This record from the Open Molecules 2025 dataset describes a cluster of 3 separate species, C15H35FN3O2S in total at a distorted geometry. The level of theory is ωB97M-V/def2-TZVPD.

Geometry as XYZ:
```
57
Properties=species:S:1:pos:R:3:forces:R:3
C -0.9463 -2.8246 1.3105 0.4 -1.4 -0.1
C -1.4381 -1.7501 1.4187 -1.7 1.1 -0.3
C -2.3756 -0.6070 1.3579 2.7 -0.3 0.3
N -3.5500 -0.8834 0.4467 -0.6 1.6 0.9
S -4.7487 -2.0160 1.0652 -2.2 -4.3 0.0
O -4.1354 -3.2300 1.3954 1.7 0.5 1.0
O -5.7595 -2.1623 0.1030 -0.5 2.2 -0.5
F -5.3104 -1.3849 2.3753 1.1 0.7 -1.3
H -0.6237 -3.8446 1.2189 0.3 0.4 0.1
H -2.6673 -0.3202 2.3750 -0.5 0.1 -0.4
H -1.8039 0.2163 0.8972 -0.6 0.1 0.2
H -3.2709 -1.1688 -0.5064 0.0 -0.5 0.3
H -4.0438 0.0179 0.3229 0.0 -0.2 -0.1
C 1.0184 1.6703 1.3371 0.1 0.1 0.0
C 0.3522 3.0203 1.5481 0.2 -0.1 0.0
N -0.5238 3.0586 2.7081 -0.5 -0.2 0.0
C -1.3475 4.2620 2.7636 -0.1 0.1 -0.1
C -0.6402 5.6078 2.9412 -0.1 0.1 0.1
C 0.0784 2.6549 3.9737 0.2 -0.2 0.1
C 1.3011 3.4353 4.4655 0.0 0.0 0.2
H 0.2752 0.8720 1.2495 0.0 0.0 0.1
H 1.5996 1.6869 0.4142 0.0 0.0 0.0
H 1.7052 1.4182 2.1452 0.0 -0.1 0.0
H -0.2455 3.2338 0.6566 -0.1 0.2 0.1
H 1.1326 3.7916 1.5924 0.0 0.0 -0.1
H -2.0895 4.1470 3.5589 0.1 -0.1 0.1
H -1.9325 4.3064 1.8380 0.1 -0.1 -0.1
H -0.3049 5.7572 3.9658 0.1 0.0 0.0
H -1.3380 6.4171 2.7169 0.0 0.0 0.0
H 0.2139 5.7216 2.2735 0.0 0.0 0.0
H 0.3571 1.5997 3.8969 0.0 0.0 -0.1
H -0.6895 2.6721 4.7518 -0.1 0.1 -0.1
H 2.0144 3.6433 3.6671 0.0 0.0 0.0
H 1.8256 2.8516 5.2248 0.0 0.0 0.0
H 1.0196 4.3770 4.9327 0.1 0.0 -0.1
C 1.4744 -0.7164 -1.8029 0.0 0.0 0.1
C 0.9582 -2.0017 -2.4356 0.2 0.1 0.1
N 1.1566 -2.0674 -3.8685 -0.2 0.0 -0.2
C 0.4430 -3.1721 -4.4944 -0.2 -0.1 0.0
C 0.8580 -4.5990 -4.1213 -0.1 -0.1 -0.1
C 2.5231 -1.8642 -4.3308 0.3 0.2 0.1
C 3.6041 -2.8182 -3.8109 0.1 0.0 -0.1
H 1.0160 0.1616 -2.2635 0.1 0.0 -0.1
H 1.2253 -0.7063 -0.7386 0.0 0.0 0.0
H 2.5578 -0.6253 -1.8811 0.0 0.0 0.0
H -0.1184 -2.0561 -2.2339 0.0 -0.2 -0.2
H 1.4183 -2.8556 -1.9150 0.0 0.0 0.1
H 0.5020 -3.0614 -5.5801 0.1 0.1 0.0
H -0.6211 -3.0556 -4.2582 0.0 0.1 0.1
H 1.7883 -4.8902 -4.6052 0.0 0.0 0.1
H 0.0930 -5.3007 -4.4614 0.0 0.0 0.0
H 0.9670 -4.7344 -3.0444 0.0 0.0 0.0
H 2.8195 -0.8431 -4.0766 -0.1 0.0 0.1
H 2.5320 -1.8797 -5.4233 -0.2 -0.1 0.0
H 3.5092 -3.0173 -2.7422 0.0 0.0 0.0
H 4.5894 -2.3759 -3.9718 0.0 0.0 0.0
H 3.5962 -3.7683 -4.3422 0.0 0.0 0.1
```
Forces are in eV/Å.

The HOMO energy comes out at -0.3767 hartree. Its largest force on an atom is 4.9 eV/A. As for the net charge: +1. The energy relative to the best compared isomer or geometry (same formula, charge and spin) comes out at 0.0 kcal/mol. As for the HOMO-LUMO gap: 5.70 eV.

=====

Number 1: E_tot -2539.80486 a.u.. Number 2: E_tot -1387.67018 a.u.. Number 3: E_tot -4720.74212 a.u.. Number 4: E_tot -395.89695 a.u.. Number 5: E_tot -1408.12778 a.u.. Number 6: E_tot -689.86412 a.u.. Number 7: E_tot -304.68001 a.u.. Number 8: E_tot -1404.88765 a.u..